Record 1
{
  "formula": "C34H45Ge2N3PV",
  "method": "ωB97M-V/def2-TZVPD",
  "species": ["V", "C", "C", "Ge", "C", "C", "C", "C", "Ge", "C", "C", "C", "C", "C", "C", "C", "C", "C", "C", "H", "H", "H", "H", "H", "H", "H", "H", "H", "H", "H", "H", "H", "H", "H", "H", "H", "H", "H", "H", "H", "H", "H", "H", "H", "H", "N", "N", "H", "H", "H", "H", "N", "P", "C", "C", "C", "C", "C", "C", "C", "C", "C", "C", "C", "C", "C", "C", "C", "C", "C", "C", "H", "H", "H", "H", "H", "H", "H", "H", "H", "H", "H", "H", "H", "H", "H"],
  "coordinates": [[0.529, -0.963, -0.631], [-2.979, 0.102, 3.403], [-2.273, 0.404, 2.088], [-0.581, -0.663, 1.823], [0.976, 0.018, 2.857], [0.477, 0.703, 4.161], [-1.022, -2.325, 2.697], [-1.351, -3.317, 1.890], [-1.455, -2.491, 0.087], [-3.239, -1.723, -0.453], [-3.182, -0.330, -1.066], [-0.492, -3.560, -1.390], [-1.559, -4.258, -2.301], [-1.826, -4.673, 2.165], [-1.017, -5.541, 2.931], [-1.446, -6.887, 3.103], [-2.578, -7.363, 2.512], [-3.342, -6.528, 1.735], [-2.968, -5.206, 1.543], [-3.814, 0.809, 3.588], [-2.285, 0.322, 4.216], [-3.294, -0.941, 3.535], [-1.962, 1.469, 1.899], [-2.914, 0.098, 1.227], [1.649, 0.710, 2.355], [1.544, -0.856, 3.171], [0.023, 1.686, 3.939], [1.287, 0.874, 4.820], [-0.214, 0.029, 4.702], [-1.118, -2.443, 3.783], [-3.741, -1.692, 0.496], [-3.751, -2.415, -1.153], [-2.761, 0.425, -0.426], [-4.139, 0.093, -1.346], [-2.629, -0.321, -2.032], [0.146, -4.265, -0.891], [0.130, -2.926, -2.056], [-2.390, -4.616, -1.706], [-1.096, -5.128, -2.787], [-1.832, -3.568, -3.060], [-0.105, -5.192, 3.366], [-0.879, -7.544, 3.795], [-2.814, -8.412, 2.681], [-4.166, -6.946, 1.154], [-3.480, -4.535, 0.902], [3.367, -1.561, -0.841], [2.238, -1.878, 0.074], [3.165, -2.094, -1.682], [3.096, -0.565, -1.072], [2.436, -1.578, 1.008], [2.284, -2.877, 0.156], [1.122, 0.624, -1.261], [1.466, 2.119, -1.482], [-0.047, 3.169, -1.681], [-0.105, 4.433, -1.083], [-1.144, 5.361, -1.315], [-2.182, 4.889, -2.125], [-2.160, 3.605, -2.701], [-1.091, 2.764, -2.504], [2.342, 2.548, -3.010], [2.899, 1.460, -3.688], [3.618, 1.681, -4.869], [3.886, 2.965, -5.273], [3.467, 4.052, -4.529], [2.633, 3.854, -3.468], [2.424, 2.892, -0.166], [1.679, 3.054, 0.988], [2.195, 3.669, 2.157], [3.438, 4.282, 2.053], [4.130, 4.223, 0.867], [3.630, 3.589, -0.262], [0.687, 4.729, -0.441], [-1.267, 6.367, -0.883], [-3.054, 5.441, -2.235], [-2.989, 3.280, -3.296], [-1.089, 1.784, -2.945], [2.675, 0.505, -3.282], [3.988, 0.864, -5.429], [4.555, 3.119, -6.098], [3.778, 5.121, -4.816], [2.341, 4.716, -2.842], [0.657, 2.616, 1.074], [1.689, 3.561, 3.075], [3.809, 4.961, 2.880], [5.105, 4.654, 0.787], [4.261, 3.488, -1.165]],
  "forces_ev_per_angstrom": [[-0.593, -0.201, -0.529], [0.311, 1.047, 0.728], [0.449, 0.016, -1.520], [-0.562, 0.416, 0.453], [-0.080, 0.479, 0.566], [-1.015, -0.436, -0.994], [0.144, -0.123, 1.436], [-1.004, -0.048, -1.580], [-0.065, -0.155, -0.306], [0.524, -0.507, -0.630], [0.505, 0.054, -1.465], [-0.864, 0.967, -0.221], [1.552, -0.423, 0.977], [0.851, -1.354, 0.463], [-1.716, -0.959, -0.405], [1.738, 1.159, 1.289], [-0.029, -0.793, 0.365], [-0.562, 0.316, -1.268], [0.994, -0.112, 0.746], [0.155, -0.637, -0.317], [-0.089, -0.161, 0.163], [-0.057, 0.320, -0.328], [-0.693, -0.768, 0.501], [0.499, 0.491, 1.044], [-0.033, -0.137, -0.322], [0.139, -0.217, -0.203], [-0.120, -0.568, 0.206], [1.023, 0.224, 0.649], [0.097, 0.577, -0.249], [0.214, -0.081, -0.123], [-0.660, -0.161, 0.390], [0.208, 0.250, 0.602], [0.532, 0.154, 0.063], [-0.609, -0.328, 0.113], [-0.029, -0.080, 0.613], [0.328, -0.357, 0.291], [0.053, -0.193, 0.209], [-0.348, 0.019, -0.131], [-0.149, 0.230, 0.102], [-0.738, 0.494, -0.619], [0.375, 0.153, 0.255], [-0.243, 0.466, -0.715], [-0.269, 0.240, -0.227], [0.000, 0.256, 0.356], [-0.866, 0.289, -0.608], [-0.870, 1.752, 0.651], [0.324, -0.922, -0.745], [0.009, 0.009, -0.091], [0.792, -1.186, -0.126], [0.669, 0.587, 0.519], [-0.239, -0.699, 0.113], [0.173, -0.302, -0.261], [-0.589, 2.164, -0.816], [0.477, 0.517, 0.716], [-0.406, 0.878, -0.387], [-0.650, -1.328, -0.597], [1.260, -1.307, 0.385], [0.163, 0.914, 0.423], [0.170, -0.134, 0.209], [0.873, -0.639, -0.425], [-0.406, 1.430, -0.561], [-0.533, -0.042, 0.979], [0.734, 0.052, -0.026], [0.265, 2.024, -0.960], [-0.458, 0.133, 2.083], [-0.829, 1.141, -0.141], [-0.568, -0.724, 2.304], [0.559, -0.589, -2.223], [-0.271, 1.259, 1.430], [0.296, 0.019, -0.853], [0.682, -1.236, -0.304], [0.572, 0.259, 0.401], [0.598, -0.741, -0.035], [-1.365, 1.200, -0.389], [-0.337, -0.080, -0.238], [0.085, -0.302, -0.190], [0.048, -0.946, -0.048], [0.344, -0.704, -0.445], [0.017, 0.066, -0.443], [-0.549, -1.853, 0.422], [-0.118, -0.496, -0.532], [0.875, 0.239, -0.214], [-0.706, 0.374, 0.848], [-0.247, -1.293, -0.872], [0.368, 0.421, 0.059], [-0.513, 0.269, 0.562]],
  "spin_multiplicity": 4,
  "total_charge": 1,
  "lumo_energy_ha": [-0.08682, -0.11986],
  "e_above_lowest_kj_mol": 79.88,
  "energy_ev": -188457.5987
}

---

Record 2
{
  "formula": "C22H41N5OS",
  "method": "ωB97M-V/def2-TZVPD",
  "species": ["C", "C", "C", "C", "N", "H", "H", "H", "H", "H", "H", "H", "C", "C", "C", "C", "N", "H", "H", "H", "H", "H", "H", "H", "C", "C", "C", "C", "N", "H", "H", "H", "H", "H", "H", "H", "C", "C", "C", "C", "N", "H", "H", "H", "H", "H", "H", "H", "C", "C", "C", "C", "N", "H", "H", "H", "H", "H", "H", "H", "C", "S", "O", "C", "H", "H", "H", "H", "H", "H"],
  "coordinates": [[0.214, -3.580, 3.588], [0.640, -3.997, 4.996], [1.511, -5.237, 5.137], [1.097, -6.376, 4.368], [0.771, -7.362, 3.833], [-0.492, -2.791, 3.847], [-0.358, -4.331, 3.043], [1.057, -3.278, 2.967], [-0.276, -4.130, 5.573], [1.166, -3.174, 5.480], [1.612, -5.634, 6.147], [2.467, -4.943, 4.703], [4.287, -0.468, 1.167], [4.372, -1.996, 1.643], [4.880, -2.140, 3.044], [5.147, -3.500, 3.517], [5.280, -4.590, 3.922], [3.753, 0.154, 1.885], [3.809, -0.195, 0.226], [5.236, 0.066, 1.201], [5.005, -2.526, 0.931], [3.347, -2.364, 1.593], [4.305, -1.514, 3.727], [5.909, -1.798, 3.157], [-3.324, 2.661, -5.010], [-4.361, 1.997, -4.090], [-3.795, 1.676, -2.707], [-3.685, 2.914, -1.881], [-3.566, 3.819, -1.259], [-2.694, 1.950, -5.543], [-2.639, 3.299, -4.451], [-3.892, 3.202, -5.767], [-4.673, 1.099, -4.624], [-5.273, 2.591, -4.045], [-2.803, 1.253, -2.862], [-4.381, 0.965, -2.125], [0.197, -3.050, -0.525], [-0.900, -3.834, -1.312], [-2.279, -3.094, -1.559], [-2.263, -2.208, -2.677], [-2.190, -1.524, -3.585], [1.080, -3.681, -0.428], [-0.170, -2.750, 0.457], [0.385, -2.169, -1.139], [-1.126, -4.676, -0.658], [-0.703, -4.185, -2.325], [-2.523, -2.410, -0.746], [-3.148, -3.743, -1.667], [-0.999, 6.633, -3.042], [0.572, 6.642, -3.066], [1.223, 6.502, -1.635], [1.248, 5.102, -1.212], [1.314, 3.974, -0.929], [-1.400, 5.786, -2.486], [-1.382, 6.546, -4.059], [-1.377, 7.610, -2.742], [0.904, 7.590, -3.488], [0.793, 5.946, -3.876], [0.588, 6.921, -0.855], [2.234, 6.892, -1.525], [-2.220, 1.423, 1.119], [-0.793, 0.681, 2.022], [-1.263, -0.734, 2.120], [0.386, 0.719, 0.673], [-2.082, 2.443, 0.760], [-3.054, 1.542, 1.811], [-2.636, 0.889, 0.265], [0.556, 1.762, 0.406], [0.029, 0.471, -0.326], [1.351, 0.265, 0.898]],
  "forces_ev_per_angstrom": [[-0.196, -0.094, 0.850], [-0.619, -0.419, 0.342], [0.583, 0.473, -0.528], [-1.295, -2.869, -1.513], [0.630, 2.068, 0.915], [0.224, 0.508, -0.988], [0.127, -0.257, 0.172], [-0.140, 0.339, 0.010], [-0.070, -0.091, 0.108], [0.065, 0.059, -0.045], [0.251, 0.542, 0.187], [0.501, -0.261, 0.436], [0.335, 0.019, 1.341], [-0.642, 1.837, -1.724], [1.555, 0.227, 0.638], [-1.269, -2.602, 0.994], [-0.045, 2.346, -0.910], [-0.506, -0.352, 0.414], [0.097, -0.866, -0.223], [0.486, -0.507, -0.335], [-0.170, -0.204, 0.079], [0.095, -0.362, -0.121], [-0.174, -0.491, 0.296], [0.155, 0.975, -0.446], [-0.311, -0.012, 0.085], [0.010, -0.303, -0.748], [-0.074, 0.657, 0.183], [-0.371, -5.956, -4.005], [0.615, 5.299, 3.587], [-0.108, -0.263, 0.171], [-0.205, 0.398, -0.112], [0.390, 0.357, -0.013], [0.015, -0.358, 0.421], [0.136, 0.228, 0.313], [0.076, -0.039, 0.288], [-0.099, -0.061, -0.186], [-1.102, -0.063, -1.662], [-1.414, 0.071, 0.779], [0.472, 0.221, 1.526], [0.391, -0.386, -0.279], [-0.039, 0.992, -1.023], [0.032, 0.191, -0.043], [-0.042, 0.004, -0.055], [0.593, 0.239, 0.360], [-0.220, -0.339, -0.405], [1.026, -0.201, 0.299], [0.022, -0.247, 0.604], [0.273, -0.360, 0.024], [0.898, 0.456, -0.364], [-1.199, 0.770, 0.071], [-0.747, -1.107, -0.628], [0.596, -2.325, 0.093], [-0.269, 1.845, -0.334], [-0.064, 0.261, 0.267], [0.192, -0.239, -0.153], [-0.142, -0.247, 0.677], [-0.061, 0.206, 0.189], [0.921, -0.622, 0.791], [-0.082, 0.785, -0.306], [-0.106, 0.129, -0.261], [-0.309, 1.302, 0.148], [-1.464, -0.729, -1.710], [0.411, -0.209, 0.625], [0.264, 1.415, -1.036], [0.613, 0.116, 0.064], [0.204, -0.359, 0.414], [0.694, -0.722, 0.103], [0.420, 0.541, 0.759], [-0.497, -1.190, 0.316], [-0.316, -0.168, 0.216]],
  "lumo_energy_ha": 0.01642,
  "e_above_lowest_kj_mol": 207.89,
  "energy_ev": -43808.4755
}

---

Record 3
{
  "formula": "C32H57O5Si4W",
  "method": "ωB97M-V/def2-TZVPD",
  "species": ["C", "C", "C", "C", "H", "H", "C", "H", "H", "C", "H", "H", "C", "C", "C", "O", "O", "O", "O", "C", "H", "H", "H", "C", "H", "H", "H", "O", "H", "H", "C", "C", "H", "H", "H", "H", "H", "H", "W", "C", "C", "C", "H", "C", "C", "H", "H", "H", "H", "C", "C", "C", "H", "C", "C", "H", "H", "H", "H", "C", "Si", "C", "C", "Si", "Si", "C", "C", "C", "Si", "C", "C", "C", "H", "H", "H", "H", "H", "H", "H", "H", "H", "H", "H", "H", "H", "H", "H", "H", "H", "H", "H", "H", "H", "H", "H", "H", "H", "H", "H"],
  "coordinates": [[0.265, -0.231, -7.544], [-0.129, -0.768, -6.159], [0.031, 1.306, -7.500], [-1.056, 1.486, -6.436], [-0.288, 1.626, -8.497], [0.977, 1.795, -7.231], [-1.336, 0.096, -5.795], [0.708, -0.576, -5.465], [-0.352, -1.846, -6.184], [-1.540, 0.335, -4.308], [-2.239, -0.358, -6.229], [-1.974, 1.850, -6.915], [-0.788, 2.397, -5.185], [1.626, -0.700, -8.051], [-0.559, -0.927, -8.633], [-1.024, -0.404, -9.632], [2.459, -1.289, -7.384], [1.763, -0.473, -9.376], [-0.620, -2.255, -8.383], [-0.731, -3.129, -9.519], [-0.386, -4.102, -9.151], [-0.079, -2.789, -10.331], [-1.771, -3.178, -9.863], [3.013, -0.908, -9.921], [3.844, -0.349, -9.469], [2.939, -0.702, -10.988], [3.162, -1.984, -9.742], [-1.354, 1.723, -4.021], [-0.827, -0.234, -3.688], [-2.566, 0.074, -4.006], [-1.506, 3.739, -5.321], [0.694, 2.649, -4.884], [1.148, 3.288, -5.653], [1.255, 1.707, -4.810], [0.777, 3.166, -3.917], [-1.424, 4.312, -4.389], [-2.568, 3.582, -5.544], [-1.060, 4.324, -6.134], [0.200, -0.115, 0.420], [-2.267, -0.077, 1.069], [-2.270, 0.218, -0.325], [-1.571, -0.828, -1.010], [-2.771, 1.059, -0.800], [-1.220, -1.841, -0.034], [-1.600, -1.349, 1.270], [-1.466, -1.867, 2.211], [-2.766, 0.504, 1.837], [-1.466, -0.916, -2.093], [-0.908, -2.859, -0.264], [2.235, 0.482, 0.348], [2.100, -0.655, 1.246], [1.650, -1.764, 0.480], [2.432, -0.701, 2.280], [1.450, -1.326, -0.877], [1.825, 0.062, -0.962], [1.907, 0.660, -1.869], [2.709, 1.432, 0.579], [1.595, -2.786, 0.855], [1.187, -1.949, -1.727], [-0.403, 4.529, 0.747], [-1.044, 3.758, 2.348], [-0.923, 5.022, 3.753], [-2.858, 3.327, 2.063], [0.207, 1.829, 2.821], [2.276, 2.724, 3.583], [2.214, 3.417, 5.343], [3.676, 1.457, 3.554], [2.774, 4.130, 2.424], [-0.728, 0.805, 4.742], [-0.992, 2.039, 6.151], [-2.378, -0.098, 4.561], [0.618, -0.460, 5.145], [-0.965, 5.454, 0.541], [-0.555, 3.847, -0.104], [0.662, 4.791, 0.772], [-1.554, 5.878, 3.468], [-1.297, 4.641, 4.714], [0.096, 5.403, 3.914], [-2.996, 2.722, 1.157], [-3.322, 2.793, 2.904], [-3.421, 4.261, 1.915], [2.035, 2.647, 6.107], [3.209, 3.845, 5.548], [1.474, 4.219, 5.475], [3.907, 1.104, 2.541], [4.585, 1.940, 3.944], [3.486, 0.573, 4.177], [2.915, 3.779, 1.392], [2.059, 4.962, 2.403], [3.736, 4.535, 2.777], [-1.770, 2.780, 5.917], [-1.338, 1.468, 7.026], [-0.087, 2.582, 6.443], [-2.350, -0.926, 3.845], [-2.647, -0.538, 5.535], [-3.205, 0.563, 4.268], [0.768, -1.173, 4.323], [1.589, -0.003, 5.376], [0.294, -1.027, 6.031]],
  "forces_ev_per_angstrom": [[-0.264, -0.603, -0.584], [0.522, 0.131, 0.042], [0.411, -0.669, -0.154], [-0.732, 0.112, 0.940], [0.137, 0.134, 0.263], [-0.297, -0.044, -0.124], [0.040, -0.122, -0.410], [-0.298, -0.180, -0.201], [0.260, 0.523, 0.170], [-0.160, 0.124, 0.595], [0.200, 0.163, 0.034], [0.204, -0.023, 0.133], [0.185, 0.260, 0.251], [1.254, -0.647, 1.194], [-1.480, 0.693, -1.251], [0.464, -0.810, 1.369], [-0.910, 0.916, -0.849], [0.395, 0.035, 0.529], [0.425, 0.149, -0.407], [-0.188, -0.020, 0.101], [-0.223, 0.234, -0.167], [-0.205, 0.027, 0.169], [0.296, -0.019, 0.023], [0.207, -0.140, -0.057], [-0.251, -0.195, -0.146], [0.091, -0.028, 0.127], [-0.053, 0.390, -0.037], [0.032, 0.052, -1.406], [-0.205, 0.064, -0.370], [0.330, -0.006, 0.078], [-0.051, -0.024, 0.055], [-0.011, -0.021, 0.049], [-0.014, -0.182, 0.160], [-0.066, 0.201, -0.038], [-0.065, -0.184, -0.278], [0.002, -0.123, -0.182], [0.163, 0.029, 0.078], [-0.081, -0.076, 0.111], [-3.103, 0.594, 0.045], [-0.370, -0.597, -0.453], [0.475, -0.327, 0.832], [-0.625, -0.521, 0.433], [0.372, -0.066, 0.148], [-1.259, 0.638, -0.008], [-0.296, 0.388, -0.559], [-0.157, 0.013, -0.225], [0.360, -0.057, -0.147], [-0.013, -0.034, 0.727], [0.308, 0.473, 0.109], [1.107, 0.247, 0.395], [1.504, -0.265, 0.591], [1.271, 0.076, -0.584], [-0.131, 0.022, -0.255], [1.257, -0.323, -0.049], [0.618, -0.116, -0.763], [-0.157, -0.269, 0.218], [-0.216, -0.156, 0.091], [-0.497, 0.380, -0.094], [-0.222, 0.046, 0.178], [-0.236, 0.429, -0.246], [0.954, -1.098, 0.455], [-0.402, 0.601, -0.142], [-0.412, 0.348, -0.109], [-0.423, -0.498, -0.685], [-1.343, -0.517, -0.326], [0.493, 0.247, 0.217], [0.509, 0.077, 0.076], [0.470, 0.252, 0.075], [0.698, 0.949, -1.249], [-0.140, -0.330, 0.611], [-0.196, -0.308, 0.207], [-0.245, -0.371, 0.664], [0.104, -0.086, -0.092], [0.005, 0.072, 0.270], [-0.238, -0.120, 0.079], [0.095, 0.097, 0.224], [0.117, -0.020, -0.308], [-0.212, -0.191, -0.123], [0.144, 0.100, 0.212], [0.180, 0.083, -0.112], [-0.042, -0.140, 0.019], [0.016, 0.129, -0.278], [-0.127, 0.024, 0.125], [0.123, -0.264, -0.104], [-0.131, 0.107, 0.196], [-0.046, -0.118, -0.029], [-0.072, 0.201, -0.102], [-0.071, 0.029, 0.238], [0.101, -0.249, 0.096], [-0.084, 0.017, -0.160], [0.161, -0.243, -0.072], [-0.011, 0.207, 0.084], [-0.182, -0.131, -0.158], [0.062, 0.222, 0.078], [0.007, 0.095, -0.106], [0.217, -0.026, 0.041], [-0.134, 0.254, 0.080], [-0.240, 0.029, -0.057], [0.238, -0.123, -0.028]],
  "spin_multiplicity": 3,
  "total_charge": -1,
  "lumo_energy_ha": [0.06954, 0.06939],
  "energy_ev": -77682.6157
}